Entry 1:
DFT (ωB97M-V/def2-TZVPD) results for a structure of composition C8H32BrN16O8Y in a non-equilibrium geometry.

Positions of all 66 atoms, in Å:
Y  0.3781  0.1693  -0.1679
Br  2.4917  2.2420  -0.3710
C  -1.5885  -2.1174  -1.9137
O  -0.7908  -1.3013  -1.4875
N  -2.2160  -3.0636  -1.2656
N  -1.8560  -2.1806  -3.1964
H  -2.0570  -3.2480  -0.2854
H  -2.7700  -3.7391  -1.7724
H  -2.5193  -2.8930  -3.4657
H  -1.4904  -1.5708  -3.9137
C  -3.2461  0.7037  0.0389
O  -2.0247  0.4618  0.2346
N  -4.1636  -0.1364  -0.3354
N  -3.6908  1.8466  -0.2781
H  -4.0000  -1.1292  -0.2485
H  -4.9739  0.1019  -0.8891
H  -2.9811  2.5652  -0.2725
H  -4.6883  1.9254  -0.1408
C  -0.2860  3.2962  2.0189
O  -0.3605  2.4885  1.1366
N  -0.0269  3.1192  3.2813
N  -0.5326  4.5452  1.8795
H  -0.4205  3.8064  3.9082
H  -0.0891  2.1753  3.6353
H  -0.7091  4.8090  0.9207
H  -0.5898  5.1626  2.6767
C  2.2380  -0.5979  -3.1049
O  1.4816  -0.4154  -2.1693
N  2.1243  -0.1611  -4.3270
N  3.3092  -1.3016  -2.9739
H  1.4143  0.4852  -4.6405
H  2.6586  -0.5743  -5.0779
H  4.0486  -1.3153  -3.6618
H  3.4861  -1.5577  -2.0131
C  -0.8689  -1.8001  2.3616
O  -0.4003  -1.4059  1.3144
N  -1.6632  -1.1445  3.1313
N  -0.8128  -3.0616  2.7749
H  -2.0470  -0.2784  2.7811
H  -1.9546  -1.6497  3.9559
H  -1.1109  -3.3104  3.7073
H  -0.2963  -3.7671  2.2692
C  -0.9872  2.2991  -2.6614
O  -0.5263  1.4396  -1.9547
N  -1.6575  2.1971  -3.7679
N  -0.9864  3.5170  -2.3770
H  -1.6904  1.2643  -4.1536
H  -2.0710  3.0254  -4.1717
H  -0.5779  3.6352  -1.4609
H  -1.5570  4.2204  -2.8239
C  1.9227  0.3886  3.1103
O  1.2381  0.4628  2.1469
N  3.1745  0.6474  2.9842
N  1.6592  0.0576  4.3355
H  3.8945  0.2907  3.5961
H  3.3451  0.9610  2.0394
H  0.6790  -0.1089  4.5132
H  2.4229  -0.2101  4.9397
C  2.8184  -2.1688  0.2700
O  2.1249  -1.2072  0.4048
N  2.4783  -3.2342  -0.3487
N  4.0740  -2.1566  0.7242
H  1.5009  -3.3816  -0.5561
H  3.1308  -3.9936  -0.4816
H  4.3832  -1.3887  1.3030
H  4.8016  -2.7398  0.3360

Energy above the lowest of the compared OMol25 structures with the same formula, charge and spin = 5.7035 eV
Charge = +2
Kohn-Sham gap = 7.174 eV
E_HOMO = -11.971 eV
F_max = 8.11 eV/Å
LUMO energy = -4.8 eV

Listed below, in e, are the Löwdin charges computed for each atom: atom 1 (Y): 1.431, atom 2 (Br): -0.093, atom 3 (C): -0.688, atom 4 (O): -0.061, atom 5 (N): 0.199, atom 6 (N): 0.201, atom 7 (H): 0.121, atom 8 (H): 0.126, atom 9 (H): 0.119, atom 10 (H): 0.130, atom 11 (C): -0.683, atom 12 (O): -0.075, atom 13 (N): 0.185, atom 14 (N): 0.203, atom 15 (H): 0.111, atom 16 (H): 0.133, atom 17 (H): 0.130, atom 18 (H): 0.140, atom 19 (C): -0.787, atom 20 (O): -0.053, atom 21 (N): 0.189, atom 22 (N): 0.188, atom 23 (H): 0.121, atom 24 (H): 0.099, atom 25 (H): 0.126, atom 26 (H): 0.130, atom 27 (C): -0.717, atom 28 (O): -0.097, atom 29 (N): 0.203, atom 30 (N): 0.206, atom 31 (H): 0.125, atom 32 (H): 0.126, atom 33 (H): 0.135, atom 34 (H): 0.101, atom 35 (C): -0.709, atom 36 (O): -0.067, atom 37 (N): 0.211, atom 38 (N): 0.186, atom 39 (H): 0.129, atom 40 (H): 0.130, atom 41 (H): 0.119, atom 42 (H): 0.123, atom 43 (C): -0.779, atom 44 (O): -0.054, atom 45 (N): 0.193, atom 46 (N): 0.208, atom 47 (H): 0.121, atom 48 (H): 0.129, atom 49 (H): 0.116, atom 50 (H): 0.141, atom 51 (C): -0.801, atom 52 (O): -0.068, atom 53 (N): 0.198, atom 54 (N): 0.202, atom 55 (H): 0.128, atom 56 (H): 0.059, atom 57 (H): 0.110, atom 58 (H): 0.130, atom 59 (C): -0.746, atom 60 (O): -0.064, atom 61 (N): 0.220, atom 62 (N): 0.202, atom 63 (H): 0.134, atom 64 (H): 0.138, atom 65 (H): 0.115, atom 66 (H): 0.121

=====

Entry 2:
DFT (ωB97M-V/def2-TZVPD) results for the molecule C5H9NO in a non-equilibrium geometry.

Positions of all 16 atoms, in Å:
O  -2.7236  -0.7435  0.3554
C  -1.5617  -0.5324  -0.2942
C  -0.8634  0.7903  -0.0425
C  0.5409  0.2341  0.0058
C  1.5502  0.5634  -1.0237
N  1.6620  1.0909  0.3410
C  0.3089  -1.1584  0.5099
H  -2.8205  -0.0976  1.0815
H  -0.8671  -1.4177  -0.5728
H  -1.1181  1.1723  0.9685
H  -1.0508  1.6118  -0.7565
H  1.3189  1.3096  -1.7831
H  2.2418  -0.2116  -1.3495
H  2.3531  0.5677  0.8727
H  1.0103  -1.9333  0.1502
H  0.0797  -1.2626  1.5697

Energy above the lowest of the compared OMol25 structures with the same formula, charge and spin = 5.6009 eV
Charge = 0
Kohn-Sham gap = 8.411 eV
E_HOMO = -7.588 eV
F_max = 1.44 eV/Å
LUMO energy = 0.8 eV

Listed below, in e, are the Löwdin charges computed for each atom: atom 1 (O): 0.016, atom 2 (C): -0.194, atom 3 (C): -0.118, atom 4 (C): -0.569, atom 5 (C): -0.111, atom 6 (N): 0.056, atom 7 (C): -0.017, atom 8 (H): 0.108, atom 9 (H): 0.114, atom 10 (H): 0.125, atom 11 (H): 0.123, atom 12 (H): 0.103, atom 13 (H): 0.105, atom 14 (H): 0.093, atom 15 (H): 0.086, atom 16 (H): 0.080

=====

Entry 3:
DFT (ωB97M-V/def2-TZVPD) results for a cluster of 2 separate species, CH4NOP in total in a non-equilibrium geometry.

Positions of all 8 atoms, in Å:
C  0.0982  -0.0479  -0.4612
N  0.4779  -1.9868  -1.2602
O  -0.6659  1.1990  1.7579
P  -1.0826  -0.0638  0.7791
H  0.3314  0.6643  -1.2281
H  0.8781  -1.6600  -2.1383
H  -0.9174  2.0670  1.4368
H  -0.5902  -1.0409  1.6412

Energy above the lowest of the compared OMol25 structures with the same formula, charge and spin = 6.5660 eV
Charge = 0
Kohn-Sham gap (alpha / beta) = 7.859 / 9.083 eV
E_HOMO (alpha / beta) = -8.195 / -9.565 eV
F_max = 4.46 eV/Å
LUMO energy (alpha / beta) = -0.3 / -0.5 eV

Listed below, in e, are the Löwdin charges computed for each atom: atom 1 (C): -0.266, atom 2 (N): 0.063, atom 3 (O): -0.387, atom 4 (P): 0.700, atom 5 (H): -0.024, atom 6 (H): -0.080, atom 7 (H): 0.037, atom 8 (H): -0.043

=====

Entry 4:
DFT (ωB97M-V/def2-TZVPD) results for a cluster of 2 separate species, C4H6FP in total in a non-equilibrium geometry.

Positions of all 12 atoms, in Å:
C  1.3272  0.8903  -0.5356
C  2.1842  -0.3300  -0.1982
C  0.7457  -0.3095  0.1854
C  -2.8121  -0.2547  0.3329
F  -2.7048  0.7322  -0.5847
P  0.9869  2.3091  -1.2832
H  2.5246  -0.9807  -0.9446
H  2.9373  -0.1835  0.6761
H  0.3156  -0.2803  1.1411
H  -0.0558  -0.7937  -0.3697
H  -1.9073  -0.6615  0.5415
H  -3.5415  -0.1378  1.0390

Energy above the lowest of the compared OMol25 structures with the same formula, charge and spin = 4.1169 eV
Charge = 0
Kohn-Sham gap (alpha / beta) = 7.790 / 8.317 eV
E_HOMO (alpha / beta) = -7.640 / -8.937 eV
F_max = 3.14 eV/Å
LUMO energy (alpha / beta) = 0.1 / -0.6 eV

Listed below, in e, are the Löwdin charges computed for each atom: atom 1 (C): -0.746, atom 2 (C): -0.159, atom 3 (C): -0.220, atom 4 (C): 0.031, atom 5 (F): -0.059, atom 6 (P): 0.773, atom 7 (H): 0.071, atom 8 (H): 0.136, atom 9 (H): 0.073, atom 10 (H): 0.082, atom 11 (H): -0.011, atom 12 (H): 0.028

=====

Entry 5:
DFT (ωB97M-V/def2-TZVPD) results for a cluster of 2 separate species, C7H11N2O3 in total in a non-equilibrium geometry.

Positions of all 23 atoms, in Å:
C  3.0166  -0.6824  1.8125
C  -1.7959  -0.3905  0.6489
C  -1.1016  1.8686  -1.4266
C  -1.0913  0.9241  -2.6365
C  1.9005  -0.4940  -0.0446
C  -0.7324  0.4733  -1.2850
C  -2.3282  -1.5711  1.3139
N  3.9430  -0.1459  0.8924
N  1.7866  -0.7418  1.2556
O  -1.4165  0.6580  1.3667
O  3.2500  -0.2171  -0.3295
O  -1.5028  -0.5089  -0.5702
H  3.0665  -0.5553  2.8768
H  -0.2574  2.6082  -1.4753
H  -2.1066  2.2786  -1.0433
H  -1.9402  0.6800  -3.1788
H  -0.1665  1.1304  -3.1702
H  1.2137  -0.4978  -0.9831
H  -1.8448  -2.0067  2.1834
H  -2.3345  -2.4454  0.5864
H  -3.2962  -1.4409  1.7766
H  4.8820  -0.4588  0.6669
H  -1.1439  1.5354  0.7630

Energy above the lowest of the compared OMol25 structures with the same formula, charge and spin = 7.2639 eV
Charge = +1
Kohn-Sham gap (alpha / beta) = 4.693 / 4.683 eV
E_HOMO (alpha / beta) = -10.197 / -10.192 eV
F_max = 3.88 eV/Å
LUMO energy (alpha / beta) = -5.5 / -5.5 eV

Listed below, in e, are the Löwdin charges computed for each atom: atom 1 (C): 0.006, atom 2 (C): -0.427, atom 3 (C): -0.169, atom 4 (C): -0.089, atom 5 (C): -0.002, atom 6 (C): -0.326, atom 7 (C): 0.036, atom 8 (N): 0.141, atom 9 (N): 0.130, atom 10 (O): 0.115, atom 11 (O): 0.026, atom 12 (O): 0.091, atom 13 (H): 0.147, atom 14 (H): 0.115, atom 15 (H): 0.139, atom 16 (H): 0.087, atom 17 (H): 0.100, atom 18 (H): 0.150, atom 19 (H): 0.100, atom 20 (H): 0.133, atom 21 (H): 0.101, atom 22 (H): 0.184, atom 23 (H): 0.212

=====

Entry 6:
DFT (ωB97M-V/def2-TZVPD) results for a structure of composition C21H25FN4O in a non-equilibrium geometry.

Positions of all 52 atoms, in Å:
C  -0.9106  -4.1249  -0.2852
C  -1.1468  -2.7007  -0.5470
C  -0.4788  -1.5303  -1.1140
N  -1.4016  -0.5624  -1.0336
C  -2.5252  -1.1179  -0.5860
C  -3.7657  -0.2236  -0.0692
C  -3.8000  1.0914  -0.2837
C  -4.8442  1.9928  -0.2622
C  -5.9877  1.4549  0.3886
C  -5.8837  0.0362  0.7942
C  -4.8809  -0.5001  0.5256
H  -4.9175  -1.6527  0.6543
H  -6.7584  -0.5403  1.1751
H  -6.7621  2.1442  0.7446
F  -4.8402  3.2679  -0.5787
H  -2.9288  1.6263  -0.8146
O  -2.4813  -2.4173  -0.0729
C  0.6932  -1.5977  -1.6163
N  1.9477  -1.2042  -0.8660
C  2.0227  -2.2706  0.3313
C  3.4457  -2.2439  0.6267
C  3.6621  -0.7469  1.4080
C  3.4721  0.2942  0.2180
H  3.5835  1.2457  0.6972
H  4.1476  0.1755  -0.9218
C  2.1175  0.0734  -0.3518
H  1.9463  0.5044  -1.2291
C  1.0557  0.7163  0.6838
C  0.1745  1.7487  0.3296
N  1.1797  2.8336  0.0004
C  1.7162  3.8393  0.7554
C  2.5218  4.5156  -0.0377
C  2.4692  4.1236  -1.2093
N  1.5668  2.9490  -1.3279
H  2.8977  4.3792  -2.1065
H  3.2014  5.5461  0.4928
H  1.4880  3.7154  1.6772
H  -0.2770  1.5491  -0.4350
H  -0.4878  2.1519  0.9894
H  0.1741  -0.0949  1.0366
H  1.6130  0.7314  1.8047
H  3.0204  -0.5824  2.3703
H  4.7271  -0.8052  1.5901
H  3.6033  -3.1321  1.5194
H  4.0604  -2.3902  -0.1867
H  2.0354  -3.3611  -0.2516
H  1.4433  -2.3249  1.1119
H  1.0587  -2.6348  -2.1815
H  0.7504  -0.6414  -2.5331
H  -0.3563  -4.3579  -1.0617
H  -0.5256  -4.2630  0.5751
H  -1.8353  -4.6848  -0.5373

Energy above the lowest of the compared OMol25 structures with the same formula, charge and spin = 18.0273 eV
Charge = 0
Kohn-Sham gap = 8.503 eV
E_HOMO = -8.357 eV
F_max = 19.32 eV/Å
LUMO energy = 0.1 eV

Listed below, in e, are the Löwdin charges computed for each atom: atom 1 (C): 0.009, atom 2 (C): -0.120, atom 3 (C): -0.351, atom 4 (N): 0.191, atom 5 (C): -0.156, atom 6 (C): -0.105, atom 7 (C): -0.011, atom 8 (C): -0.284, atom 9 (C): 0.077, atom 10 (C): -0.111, atom 11 (C): -0.247, atom 12 (H): 0.168, atom 13 (H): 0.143, atom 14 (H): 0.112, atom 15 (F): 0.102, atom 16 (H): 0.152, atom 17 (O): 0.097, atom 18 (C): -0.179, atom 19 (N): -0.069, atom 20 (C): -0.191, atom 21 (C): -0.190, atom 22 (C): -0.128, atom 23 (C): -0.151, atom 24 (H): 0.082, atom 25 (H): 0.213, atom 26 (C): -0.424, atom 27 (H): 0.065, atom 28 (C): -0.123, atom 29 (C): -0.148, atom 30 (N): -0.110, atom 31 (C): -0.094, atom 32 (C): -0.206, atom 33 (C): -0.150, atom 34 (N): 0.123, atom 35 (H): 0.073, atom 36 (H): 0.202, atom 37 (H): 0.062, atom 38 (H): 0.008, atom 39 (H): 0.114, atom 40 (H): 0.161, atom 41 (H): 0.157, atom 42 (H): 0.127, atom 43 (H): 0.073, atom 44 (H): 0.165, atom 45 (H): 0.068, atom 46 (H): 0.162, atom 47 (H): 0.050, atom 48 (H): 0.189, atom 49 (H): 0.217, atom 50 (H): 0.034, atom 51 (H): 0.025, atom 52 (H): 0.125